# 1
20
Properties=species:S:1:pos:R:3:forces:R:3 method="wB97M-V/def2-TZVPD" gap_ev=9.84 molar_mass_g_mol=149.2 multiplicity=1 e_tot_ha=-796.51266 de_lowest_ev=4.262 smiles="CC1(OS(=N)(=N)N)CC1" total_charge=0
C -2.112 1.048 -0.657 3.419 -1.182 3.000
C -1.514 1.163 0.748 3.690 3.211 -4.052
C -0.953 0.148 -0.211 -4.065 -0.915 0.481
C -1.245 -1.313 0.103 0.861 -0.287 -3.048
N 1.192 -0.319 1.511 -1.441 0.727 -3.671
N 2.484 1.421 -0.103 -1.337 -1.039 0.926
N 2.238 -1.089 -0.753 1.264 -0.258 1.007
O 0.251 0.296 -0.858 1.221 0.548 0.361
S 1.558 0.198 0.074 2.921 -0.884 0.962
H -3.045 0.730 -0.804 -3.443 -2.123 0.013
H -1.966 1.747 -1.354 1.416 2.970 -2.279
H -0.859 2.081 0.956 -1.090 -1.453 -0.379
H -2.051 0.856 1.516 -2.232 -1.544 3.384
H -0.655 -1.498 0.946 1.612 -1.163 0.666
H -1.103 -1.997 -0.863 0.067 1.339 2.270
H -2.183 -1.535 0.497 -2.207 0.223 0.156
H 1.892 -0.054 2.133 1.528 0.955 1.272
H 3.090 1.333 -0.910 -0.221 -0.154 -0.073
H 2.983 -1.683 -0.394 -0.295 1.016 1.023
H 1.998 -1.535 -1.576 -1.670 0.015 -2.019


# 2
19
Properties=species:S:1:pos:R:3:forces:R:3 method="wB97M-V/def2-TZVPD" gap_ev=9.88 molar_mass_g_mol=115.2 multiplicity=1 e_tot_ha=-377.61659 de_lowest_ev=5.719 total_charge=+1
C 2.391 -0.540 -0.277 -0.227 -0.101 -2.513
C 2.108 0.856 0.133 0.426 3.067 -0.209
C 1.176 -0.208 0.579 -1.333 -1.003 2.170
C -0.054 -0.487 -0.140 0.028 -0.291 -2.023
N -1.865 1.203 0.828 -1.048 -0.740 0.675
N -1.154 1.528 -0.081 2.202 -0.339 -0.867
N -1.091 -1.171 0.217 -0.172 0.673 -2.476
N -2.293 -1.294 -0.489 -1.306 -1.802 -1.356
H 2.199 -0.782 -1.425 0.353 0.357 2.781
H 3.163 -1.127 0.177 0.361 0.029 0.109
H 2.736 1.415 0.910 -0.989 -1.372 -0.960
H 1.687 1.651 -0.572 0.759 -1.557 0.572
H 1.103 -0.378 1.697 0.468 -0.208 -1.509
H -0.010 -0.385 -1.233 -0.044 0.390 0.497
H -2.619 1.806 1.108 -0.457 1.430 0.283
H -1.297 -1.532 1.078 0.257 -0.512 3.176
H -2.543 -2.314 -0.679 0.724 1.992 0.257
H -2.547 -0.688 -1.297 1.207 -0.485 1.049
H -1.090 2.448 -0.535 -1.210 0.470 0.345


# 3
19
Properties=species:S:1:pos:R:3:forces:R:3 method="wB97M-V/def2-TZVPD" gap_ev=10.57 molar_mass_g_mol=115.2 multiplicity=1 e_tot_ha=-377.76389 de_lowest_ev=1.711 total_charge=+1
C -2.192 -0.279 -0.083 1.469 0.844 0.104
C -1.717 1.856 0.098 3.817 2.580 -0.672
C -0.201 0.870 -0.027 -2.958 4.110 0.033
C -2.818 -1.555 0.068 1.064 -3.683 -2.282
N -2.673 0.873 0.044 -1.439 -0.734 0.691
N -0.753 -0.283 -0.180 -0.428 -1.710 -0.094
N 1.031 1.208 0.073 0.322 0.612 -0.573
N 3.164 -0.084 0.038 -0.681 -2.002 -1.317
H -1.542 2.519 1.066 -0.913 -1.689 -1.799
H -1.871 2.608 -0.809 0.734 -1.501 1.828
H -2.886 -2.333 -0.783 0.749 1.708 0.449
H -3.793 -1.493 0.283 -3.739 0.859 1.048
H -2.407 -2.194 0.825 0.716 0.177 0.789
H -0.266 -1.095 -0.481 0.305 -0.742 0.046
H 1.989 0.517 0.078 -0.599 0.836 0.377
H 1.242 2.208 -0.037 -0.368 -0.577 0.393
H 3.912 0.103 0.658 0.969 0.374 0.517
H 3.404 0.022 -0.945 0.630 0.229 0.212
H 2.923 -1.080 0.112 0.350 0.310 0.250


# 4
24
Properties=species:S:1:pos:R:3:forces:R:3 method="wB97M-V/def2-TZVPD" gap_ev=10.65 molar_mass_g_mol=227.3 multiplicity=1 e_tot_ha=-1399.75505 de_lowest_ev=0.000 total_charge=+1
C 2.685 -0.374 -0.154 -0.454 -0.413 0.202
C 3.747 1.402 1.047 0.614 -1.496 -3.037
C -1.484 -0.346 -1.606 -1.116 -1.170 0.660
C -2.682 2.032 0.481 -0.449 -1.337 2.358
N 2.834 0.902 1.722 -0.754 0.594 1.539
N 2.217 -0.080 1.079 -1.588 -1.602 -0.381
N 2.171 -1.333 -0.924 -0.721 -0.248 0.222
N -1.455 0.019 -0.191 -3.607 1.846 1.754
O 0.004 -1.520 0.976 -1.866 0.267 1.003
O -2.143 -2.416 0.402 2.961 0.588 1.351
O -2.797 0.585 0.216 0.366 0.664 -0.287
S 4.019 0.637 -0.580 -0.972 -0.161 1.196
S -1.448 -1.062 1.102 2.817 -2.291 -2.705
H 4.389 2.177 1.174 1.449 2.211 1.354
H -3.029 -2.289 0.178 -2.782 0.477 -0.426
H -1.165 -1.355 -1.599 0.613 -1.293 -0.433
H -2.429 -0.359 -2.219 0.633 0.583 1.335
H -0.734 0.250 -1.986 1.277 1.191 -1.623
H -2.158 2.361 -0.374 0.001 1.384 -0.882
H -2.059 2.210 1.402 -0.340 -0.305 -0.886
H -3.713 2.430 0.780 1.380 -0.620 -1.232
H 1.318 -0.523 1.516 1.625 0.485 -1.208
H 1.280 -1.823 -0.627 1.440 0.730 -0.356
H 2.631 -1.522 -1.815 -0.525 -0.084 0.482


# 5
20
Properties=species:S:1:pos:R:3:forces:R:3 method="wB97M-V/def2-TZVPD" gap_ev=7.02 molar_mass_g_mol=129.2 multiplicity=1 e_tot_ha=-432.59411 de_lowest_ev=5.065 total_charge=0
C 1.654 -1.089 0.499 -0.539 -0.326 0.131
C 1.212 1.046 -1.808 0.117 0.103 0.254
N -0.856 -0.193 0.827 1.601 0.080 -0.352
C -1.014 0.672 -0.441 0.464 0.072 -0.439
C 0.341 0.635 -0.681 -0.914 -0.099 -0.444
N -1.282 0.307 2.075 0.314 -0.021 0.197
N -1.349 -1.479 0.680 0.071 -0.078 0.013
N 0.793 0.079 0.573 -1.025 0.045 0.943
N -2.203 1.059 -0.741 -0.129 -0.014 0.100
H -0.737 1.152 2.230 -0.009 -0.041 -0.092
H -2.262 0.563 1.963 0.061 -0.035 -0.203
H -1.159 -1.798 -0.264 0.024 0.093 0.015
H -0.948 -2.087 1.390 -0.013 0.106 -0.028
H -2.208 1.791 -1.443 0.033 -0.052 0.039
H 2.668 -0.733 0.300 -0.128 0.086 -0.017
H 1.669 -1.584 1.472 0.061 -0.009 -0.027
H 1.371 -1.808 -0.283 0.007 0.050 -0.010
H 0.590 1.370 -2.643 0.008 -0.010 0.022
H 1.880 1.874 -1.541 0.012 0.018 -0.081
H 1.840 0.222 -2.164 -0.018 0.031 -0.023


# 6
20
Properties=species:S:1:pos:R:3:forces:R:3 method="wB97M-V/def2-TZVPD" gap_ev=10.01 molar_mass_g_mol=129.2 multiplicity=1 e_tot_ha=-432.07546 de_lowest_ev=2.044 smiles="C[C@]1([NH3+])[C@H](N)N1N=C=[NH2+]" total_charge=+2
C -0.842 -2.418 1.464 0.868 2.170 -1.367
C -0.736 0.385 -1.387 -0.526 -0.030 0.077
C 0.437 0.321 -0.463 -0.392 -0.140 0.607
C 0.572 1.277 0.697 -0.153 -0.022 -0.125
N -0.416 -1.544 0.794 -0.372 -1.140 1.738
N -0.188 -0.950 -0.337 0.652 -0.378 -1.393
N -1.832 1.081 -1.164 0.199 0.247 0.068
N -1.190 -3.242 2.362 -0.466 -0.983 0.821
N 1.787 0.201 -1.181 0.230 0.081 -0.216
H -0.649 -0.123 -2.339 -0.075 0.055 -0.024
H -0.360 1.356 1.252 -0.045 -0.052 0.006
H 0.839 2.270 0.344 0.081 0.125 0.007
H 1.332 0.928 1.394 0.048 -0.038 0.037
H -1.939 1.691 -0.366 0.025 -0.033 -0.066
H -2.658 0.933 -1.727 0.077 0.028 -0.088
H -1.936 -3.034 3.022 0.017 0.012 -0.167
H -0.780 -4.172 2.414 0.018 0.135 -0.031
H 1.898 0.933 -1.900 0.061 -0.179 0.209
H 1.862 -0.720 -1.639 -0.057 0.210 0.110
H 2.570 0.295 -0.515 -0.192 -0.066 -0.203


# 7
17
Properties=species:S:1:pos:R:3:forces:R:3 method="wB97M-V/def2-TZVPD" gap_ev=10.55 molar_mass_g_mol=89.1 multiplicity=1 e_tot_ha=-288.93325 de_lowest_ev=2.279 smiles="C=CC.NCO" total_charge=0
C 4.619 -2.314 0.495 0.359 0.567 -1.068
C 5.336 -2.509 1.806 -1.507 -0.849 -0.938
C 4.714 -2.367 2.958 1.230 1.434 2.588
H 5.308 -2.107 -0.336 0.108 0.075 0.319
H 4.032 -3.142 0.098 0.033 -0.427 0.526
H 3.933 -1.466 0.510 0.002 0.033 0.282
H 6.314 -2.973 1.778 0.140 0.259 0.064
H 5.296 -2.369 3.888 0.375 -0.904 -0.345
H 3.817 -1.872 3.316 -0.741 -0.189 -1.430
N -5.155 2.638 -2.859 -2.209 -1.406 0.062
C -5.715 2.153 -1.584 1.570 1.449 -0.477
O -5.753 3.240 -0.665 -0.611 -0.278 0.734
H -5.827 3.285 -3.258 0.553 0.159 -0.056
H -4.245 3.032 -2.758 0.414 0.314 0.140
H -6.753 1.836 -1.595 0.114 -0.239 -0.711
H -5.051 1.350 -1.255 -0.208 -0.059 0.272
H -4.872 3.585 -0.539 0.378 0.060 0.037


# 8
17
Properties=species:S:1:pos:R:3:forces:R:3 method="wB97M-V/def2-TZVPD" gap_ev=10.73 molar_mass_g_mol=89.1 multiplicity=1 e_tot_ha=-289.00494 de_lowest_ev=0.329 smiles="CC(N)=O.CC" total_charge=0
C 1.657 0.896 -0.266 0.567 -0.511 -0.202
C 2.343 -0.398 0.148 -0.215 0.489 1.268
O 2.861 -1.134 -0.655 -0.061 -0.194 -0.301
N 2.452 -0.602 1.498 0.039 -0.675 0.946
H 0.888 0.592 -0.975 0.033 0.463 -0.110
H 2.501 1.371 -0.752 -0.222 0.442 -0.634
H 2.836 -1.468 1.857 0.158 0.039 -0.633
H 1.887 -0.167 2.208 -0.193 0.520 -0.525
H 1.300 1.607 0.482 -0.121 -0.574 0.199
C -2.372 -0.026 0.321 0.530 -0.737 -0.576
C -2.281 -0.130 -1.218 -0.510 0.443 0.702
H -3.293 -0.513 0.633 -0.171 0.239 0.136
H -1.578 -0.604 0.784 0.282 0.051 0.227
H -2.332 0.996 0.688 -0.068 0.045 -0.030
H -2.344 -1.174 -1.537 -0.250 0.220 -0.041
H -1.386 0.288 -1.674 0.100 0.121 0.243
H -3.138 0.466 -1.545 0.103 -0.384 -0.671